Here is a cluster of 2 separate species, C2H8S3 in total at a distorted geometry from the OMol25 dataset. Energies are from ωB97M-V with the def2-TZVPD basis set.

HOMO level in eV: -8.53
Kohn-Sham gap in eV: 8.87
LUMO in eV: 0.3
Calculated total energy in Eh: -1275.5215
Largest force on an atom in eV/Å: 1.30
SMILES: CCS.SS
Energy above the lowest of the compared OMol25 structures with the same formula, charge and spin in kcal/mol: 15.90

Element x y z (Å)
C1 0.6790 -1.5841 -0.4332
C2 -0.4090 -0.9209 -1.2784
S1 -1.5607 0.0947 -0.2880
H1 1.5708 -0.9574 -0.4312
H2 0.9505 -2.5283 -0.9150
H3 0.3805 -1.9230 0.5563
H4 -0.0355 -0.3449 -2.1171
H5 -1.0065 -1.7545 -1.6402
H6 -1.1561 1.3229 -0.6322
S2 -0.4794 3.1648 2.1695
S3 1.2194 2.0001 2.2028
H7 -1.1283 2.6498 1.1187
H8 0.9753 0.7807 1.6880

Here is a structure of composition C51H57BN7O4OsS3 at a distorted geometry from the OMol25 dataset. Energies are from ωB97M-V with the def2-TZVPD basis set.

HOMO level (spin up / spin down) in eV: -9.49 / -9.69
Kohn-Sham gap (spin up / spin down) in eV: 4.38 / 4.78
LUMO (spin up / spin down) in eV: -5.1 / -4.9
Calculated total energy in Eh: -3971.7648
Largest force on an atom in eV/Å: 2.43
Net charge: +1

Element x y z (Å)
Os1 -0.6638 0.7332 0.3148
C1 6.2301 0.4784 -4.5696
C2 5.2668 0.3624 -3.4180
C3 3.8959 0.5075 -3.6066
C4 3.0050 0.3913 -2.5519
C5 3.4959 0.1432 -1.2772
C6 4.8648 -0.0070 -1.0607
C7 5.7369 0.1114 -2.1303
S1 2.4321 -0.2938 0.0835
O1 1.6064 -1.3643 -0.4367
O2 3.3088 -0.5652 1.1914
N1 1.3623 0.8650 0.5771
C8 1.8798 2.1114 0.9645
C9 3.1353 2.6167 0.7382
C10 3.4763 3.9189 1.1554
C11 2.5615 4.7250 1.7622
C12 1.2631 4.2302 2.0095
C13 0.2406 5.0191 2.5771
C14 -0.9947 4.4830 2.7726
C15 -1.2224 3.1478 2.4086
N2 -0.3024 2.3765 1.8788
C16 0.9410 2.9089 1.6448
H1 5.7068 0.5342 -5.5230
H2 6.9092 -0.3746 -4.5942
H3 6.8438 1.3756 -4.4634
H4 3.5155 0.7017 -4.6034
H5 1.9448 0.4970 -2.7087
H6 5.2245 -0.2243 -0.0644
H7 6.8017 -0.0051 -1.9613
H8 3.8744 2.0294 0.2190
H9 4.4770 4.2829 0.9643
H10 2.8071 5.7423 2.0402
H11 0.4508 6.0500 2.8352
H12 -1.8059 5.0625 3.1896
H13 -2.1970 2.7104 2.5604
N3 0.6393 7.3472 -5.0340
C17 0.2888 6.2143 -4.3570
C18 1.0822 5.0621 -4.4372
C19 0.7626 3.9394 -3.7026
C20 -0.3641 3.9482 -2.8893
C21 -1.1644 5.0845 -2.7953
C22 -0.8486 6.2016 -3.5318
S2 -0.6999 2.5932 -1.8704
O3 -0.8502 3.0689 -0.4819
O4 0.3683 1.6154 -2.0244
N4 -2.1008 2.0548 -2.3771
C23 -2.8928 1.3796 -1.5504
S3 -4.5725 1.2327 -1.9541
C24 -4.8740 0.3530 -0.4940
C25 -3.7476 0.2140 0.2093
N5 -2.6096 0.7753 -0.3684
H14 1.4029 7.3372 -5.6833
H15 0.0391 8.1500 -5.0332
H16 1.9598 5.0610 -5.0728
H17 1.3822 3.0529 -3.7438
H18 -2.0284 5.0825 -2.1414
H19 -1.4734 7.0845 -3.4658
H20 -5.8567 -0.0168 -0.2523
H21 -3.6518 -0.2877 1.1598
C26 2.6151 -4.1359 4.0931
C27 2.7484 -2.9793 3.0853
C28 2.7084 -3.5499 1.6567
C29 1.8056 -1.8605 3.5507
C30 2.2990 -1.1268 4.6342
C31 1.5367 -0.2021 5.3188
C32 0.1945 -0.0560 5.0005
C33 -0.3481 -0.7588 3.9395
C34 -1.8690 -0.8714 3.8177
C35 -2.4018 -1.6039 5.0545
C36 -2.5845 0.4613 3.6465
C37 0.5029 -1.5602 3.1555
N6 -0.0874 -2.0870 1.9574
B1 -0.6664 -1.2986 0.7935
N7 -1.2524 -2.4084 -0.0345
C38 -0.8949 -3.5772 0.5047
C39 -0.1997 -3.3834 1.7140
C40 -2.2256 -2.4304 -1.1129
C41 -1.8649 -1.9797 -2.3920
C42 -2.8368 -1.9907 -3.3823
C43 -4.1120 -2.4759 -3.1339
C44 -4.4240 -2.9796 -1.8865
C45 -3.4958 -2.9596 -0.8479
C46 -3.9113 -3.5698 0.4858
C47 -3.9771 -5.1018 0.3632
C48 -5.2576 -3.0352 0.9812
C49 -0.4304 -1.5998 -2.7132
C50 -0.2686 -0.8681 -4.0409
C51 0.4484 -2.8601 -2.7223
H22 3.2937 -4.9488 3.8257
H23 1.5959 -4.5357 4.1052
H24 2.8479 -3.8132 5.1086
H25 3.7430 -2.5571 3.2222
H26 2.1875 -4.5116 1.6195
H27 3.7294 -3.7337 1.3222
H28 2.2557 -2.8825 0.9364
H29 3.3198 -1.3056 4.9517
H30 1.9647 0.3436 6.1496
H31 -0.4386 0.5807 5.6081
H32 -2.1052 -1.4865 2.9464
H33 -2.2525 -1.0050 5.9549
H34 -1.8908 -2.5583 5.1988
H35 -3.4719 -1.7963 4.9489
H36 -2.2831 1.1726 4.4177
H37 -3.6666 0.3275 3.7126
H38 -2.3413 0.8865 2.6739
H39 -1.1415 -4.5188 0.0410
H40 0.1420 -4.1356 2.4085
H41 -2.5980 -1.6231 -4.3702
H42 -4.8570 -2.4643 -3.9198
H43 -5.4074 -3.3976 -1.7098
H44 -3.1730 -3.3174 1.2486
H45 -4.8780 -5.3970 -0.1776
H46 -4.0006 -5.5729 1.3478
H47 -3.1276 -5.5048 -0.1890
H48 -6.0821 -3.3872 0.3611
H49 -5.2739 -1.9438 0.9877
H50 -5.4422 -3.3837 1.9991
H51 -0.0591 -0.9458 -1.9188
H52 -0.5131 -1.5198 -4.8825
H53 0.7727 -0.5630 -4.1573
H54 -0.8897 0.0294 -4.0906
H55 0.0468 -3.5906 -3.4296
H56 0.5166 -3.3198 -1.7386
H57 1.4641 -2.6018 -3.0254

Here is a structure of composition C25H16BrN4O5STi at a distorted geometry from the OMol25 dataset. Energies are from ωB97M-V with the def2-TZVPD basis set.

2S+1: 2
HOMO level (spin up / spin down) in eV: -7.35 / -7.35
Kohn-Sham gap (spin up / spin down) in eV: 5.38 / 5.20
LUMO (spin up / spin down) in eV: -2.0 / -2.1
Calculated total energy in Eh: -5379.1948
Largest force on an atom in eV/Å: 1.49

Element x y z (Å)
Ti1 0.4016 -2.1089 0.7916
Br1 1.6479 -3.2175 -2.2706
C1 2.7296 -3.3623 -0.7520
C2 4.0689 -3.7370 -0.8535
C3 4.8160 -3.8107 0.3033
C4 4.2326 -3.5258 1.5385
C5 2.9030 -3.1826 1.5417
N1 2.1775 -3.1034 0.4191
C6 2.1413 -2.8415 2.8310
O1 2.6862 -2.8495 3.8922
O2 0.8693 -2.5453 2.5754
H1 4.4858 -3.9518 -1.8261
H2 5.8601 -4.0905 0.2503
H3 4.7680 -3.5677 2.4756
O3 -1.7861 6.5316 -3.0666
S1 -2.1692 6.1380 -1.7259
O4 -2.9803 4.9379 -1.6457
O5 -2.5602 7.2144 -0.8449
C7 -0.5914 5.6086 -1.0290
N2 0.2686 6.5501 -0.6067
C8 1.4112 6.1461 -0.0957
C9 1.7584 4.8016 0.0417
C10 0.8024 3.9214 -0.4196
N3 -0.3462 4.3032 -0.9492
C11 0.9603 2.4328 -0.3549
C12 1.8578 1.7957 0.4968
C13 1.8422 0.4200 0.5672
N4 1.0004 -0.3323 -0.1550
C14 0.1739 0.2798 -1.0189
C15 0.1236 1.6499 -1.1452
H4 2.1026 6.9186 0.2293
H5 2.7075 4.5005 0.4587
H6 2.5330 2.3552 1.1279
H7 2.5118 -0.1061 1.2417
H8 -0.4787 -0.3612 -1.6007
H9 -0.5831 2.1322 -1.8076
C16 -4.0921 0.1851 0.8179
C17 -2.8260 0.1948 1.4500
C18 -1.9676 -0.8456 1.2534
C19 -2.2814 -1.9487 0.4017
C20 -1.3280 -2.9745 0.0993
C21 -1.7369 -4.0297 -0.6805
C22 -3.0491 -4.0977 -1.1939
C23 -3.9311 -3.0762 -0.9710
C24 -3.5714 -1.9598 -0.1804
C25 -4.4589 -0.8749 0.0440
H10 -4.7621 1.0211 0.9637
H11 -2.5487 1.0200 2.0913
H12 -1.0415 -0.7894 1.8403
H13 -1.0384 -4.8200 -0.9348
H14 -3.3503 -4.9464 -1.7943
H15 -4.9247 -3.1076 -1.4022
H16 -5.4381 -0.8939 -0.4183